Density functional theory data (the ωB97M-V functional and the def2-TZVPD basis) for a molecular structure, C43H56Br2N8O4SSbSi3Ti in a non-equilibrium geometry.

As for the HOMO energy (alpha / beta): -6.02 / -6.02 eV. The HOMO-LUMO gap (alpha / beta) is 6.148 / 5.041 eV. The total energy is -269821.018 eV. Its charge is 0. The multiplicity is 2. The expectation value of S² is 0.783.

Geometry (Å):
Ti1 -0.89440 0.40437 -1.64501
C1 -0.44889 0.53833 3.64611
Sb1 -0.18069 -0.57585 1.83001
C2 -2.39870 1.02604 -0.50446
C3 -3.28842 0.10659 0.18383
C4 -4.44137 0.53976 0.90116
C5 -5.30968 -0.35524 1.47558
C6 -5.06921 -1.72332 1.35777
C7 -3.92725 -2.08492 0.67563
N1 -3.05828 -1.23476 0.12629
Si1 -2.89205 2.82069 -0.56278
C8 -4.54573 3.00675 -1.43954
C9 -2.99551 3.64809 1.11951
C10 -1.71531 3.93487 -1.52751
C11 1.19489 -2.15168 2.60904
C12 1.40646 -2.88921 1.29138
C13 1.95113 -4.22186 1.20973
C14 2.09881 -4.82119 -0.04792
C15 1.73449 -4.14532 -1.17231
C16 1.21291 -2.75778 -1.09809
N2 1.11944 -2.21136 0.23034
Si2 0.15108 -3.09434 3.87716
C17 -1.64248 -2.98581 3.33419
C18 0.52295 -4.91743 4.01858
C19 0.31295 -2.35145 5.58079
Si3 2.93675 -1.68484 3.20288
C20 3.65878 -3.09654 4.20716
C21 4.06203 -1.47480 1.73638
C22 3.05496 -0.17517 4.28396
H1 -0.82051 1.51541 3.33662
H2 0.47647 0.65561 4.19931
H3 -1.19955 0.06005 4.27747
H4 -4.65271 1.59401 0.99143
H5 -6.18205 0.00793 2.00711
H6 -5.73385 -2.46741 1.77501
H7 -3.68374 -3.13976 0.55869
H8 -5.28483 2.26769 -1.12291
H9 -4.40326 2.88844 -2.51923
H10 -4.96788 4.00262 -1.26923
H11 -3.62102 3.13474 1.85126
H12 -3.39000 4.66046 0.98795
H13 -1.99149 3.72527 1.54074
H14 -0.71858 3.51079 -1.62235
H15 -1.62220 4.89017 -1.00250
H16 -2.07939 4.13751 -2.53824
H17 2.25338 -4.74211 2.10590
H18 2.49939 -5.82496 -0.11842
H19 1.84456 -4.60977 -2.14553
H20 1.87361 -2.10363 -1.68140
H21 -1.76401 -3.16654 2.26011
H22 -2.11254 -2.02004 3.55481
H23 -2.23111 -3.74695 3.85475
H24 0.31734 -5.45709 3.09226
H25 -0.13750 -5.32500 4.79110
H26 1.55271 -5.12380 4.31775
H27 0.40492 -1.26613 5.55836
H28 1.17463 -2.75578 6.11769
H29 -0.58251 -2.59091 6.16232
H30 3.93559 -3.94606 3.57648
H31 2.98026 -3.45756 4.98300
H32 4.56920 -2.75106 4.70747
H33 4.10851 -2.38785 1.13579
H34 5.07314 -1.26474 2.10160
H35 3.74796 -0.65861 1.08569
H36 2.44517 -0.25025 5.18583
H37 2.78330 0.73955 3.75648
H38 4.09987 -0.09038 4.59938
N3 4.98590 6.22280 -0.00536
C23 4.12166 5.15464 0.09165
C24 3.05308 5.02504 -0.80297
C25 2.15745 3.98390 -0.68055
C26 2.33073 3.06066 0.34230
C27 3.39420 3.15393 1.22822
C28 4.28110 4.20426 1.10765
S1 1.16747 1.78724 0.48617
O1 1.64725 0.81271 1.53094
O2 -0.08146 2.38403 0.86184
N4 0.98198 0.98601 -0.90980
C29 2.12780 0.66293 -1.66271
N5 1.89289 0.06147 -2.82798
C30 2.94868 -0.18081 -3.59262
C31 4.24078 0.13730 -3.21335
C32 4.37367 0.69122 -1.95262
N6 3.33174 0.95124 -1.17419
H39 4.98810 6.76078 -0.85299
H40 5.86510 6.17194 0.47642
H41 2.92547 5.75006 -1.59808
H42 1.34040 3.88767 -1.38579
H43 3.52960 2.40566 1.99797
H44 5.11035 4.29310 1.79964
H45 2.74929 -0.66049 -4.54628
H46 5.09055 -0.06321 -3.84843
H47 5.34970 0.92789 -1.54149
Br1 0.63862 3.67183 -5.11075
C33 -1.00142 2.73672 -5.08392
C34 -1.96422 2.98623 -6.09058
C35 -3.16541 2.34636 -6.07696
Br2 -4.43199 2.73011 -7.43356
C36 -3.47070 1.39011 -5.06992
C37 -4.66615 0.64196 -4.95861
C38 -4.79122 -0.27775 -3.95897
C39 -3.72968 -0.47542 -3.05270
N7 -2.62771 0.22367 -3.11318
C40 -2.49234 1.15561 -4.09706
C41 -1.25606 1.86381 -4.06133
O3 -0.44610 1.61783 -3.05447
H48 -1.73894 3.69976 -6.87086
H49 -5.46617 0.80337 -5.66844
H50 -5.69252 -0.86419 -3.84687
H51 -3.78870 -1.21039 -2.25745
C42 -1.17669 -3.62446 -1.34602
C43 -0.17707 -2.60244 -1.84781
N8 -0.03127 -2.69946 -3.28689
O4 -0.66640 -1.33146 -1.55382
H52 -0.87156 -4.63765 -1.61905
H53 -2.14725 -3.40744 -1.78838
H54 -1.26759 -3.55912 -0.26032
H55 0.43286 -3.55651 -3.56363
H56 0.52128 -1.90959 -3.60852